No. 1
{
  "formula": "C30H53BrN4P2Pt",
  "method": "the ωB97M-V functional and the def2-TZVPD basis",
  "species": ["N", "C", "C", "C", "C", "C", "C", "Pt", "P", "C", "C", "C", "C", "C", "C", "C", "Br", "H", "H", "H", "H", "H", "H", "H", "H", "H", "H", "P", "C", "C", "H", "H", "H", "H", "H", "C", "C", "H", "H", "H", "H", "H", "C", "C", "H", "H", "H", "H", "H", "C", "C", "H", "H", "H", "H", "H", "C", "C", "H", "H", "H", "H", "H", "C", "C", "H", "H", "H", "H", "H", "C", "N", "C", "C", "N", "N", "C", "C", "H", "H", "H", "H", "H", "H", "H", "H", "H", "H", "H", "H", "H"],
  "coordinates": [[-6.93192, 4.90288, -5.38908], [-6.64481, 5.43833, -4.20431], [-5.79547, 4.82339, -3.28552], [-5.17285, 3.60690, -3.63815], [-5.46195, 3.05600, -4.91816], [-6.38259, 3.74553, -5.74174], [-4.23089, 2.96156, -2.75847], [0.39858, -0.31470, 0.66471], [4.59441, -1.05553, -0.19036], [-3.33803, 2.06634, -3.20469], [-2.43353, 1.51576, -2.29947], [-1.19634, 1.09646, -2.82332], [-0.14259, 0.90363, -1.94549], [-0.53423, 0.87278, -0.58822], [-1.69267, 1.42208, -0.03168], [-2.73599, 1.62620, -0.91737], [1.70074, -1.47957, 2.51119], [-4.25403, 3.34466, -1.73523], [-3.20872, 1.90775, -4.28055], [-5.53911, 5.27251, -2.31664], [-4.98414, 2.14557, -5.28389], [-7.08662, 6.38571, -3.94338], [-6.63602, 3.31319, -6.69796], [-1.09008, 1.01433, -3.91109], [-3.71891, 1.90314, -0.56505], [0.89347, 0.72205, -2.23659], [-1.83418, 1.59201, 1.03377], [-0.36728, -2.24872, -0.15216], [4.45961, 0.72742, 0.11885], [5.75623, 1.50130, -0.24503], [4.25273, 0.86680, 1.19830], [3.60324, 1.09832, -0.47907], [5.71163, 2.53496, 0.11856], [6.64272, 1.04171, 0.20906], [5.93509, 1.57306, -1.32551], [4.33242, -1.66078, -1.87365], [5.40009, -2.66273, -2.37077], [4.35748, -0.77690, -2.53458], [3.32077, -2.10329, -1.90290], [5.28529, -2.83606, -3.44566], [6.41318, -2.27779, -2.21388], [5.32817, -3.65182, -1.90574], [4.37525, -2.39224, 1.01525], [5.33611, -2.40312, 2.24340], [4.41573, -3.40866, 0.54943], [3.32802, -2.20450, 1.41242], [4.94336, -3.07509, 3.02661], [6.33408, -2.78406, 1.96074], [5.46294, -1.41399, 2.71136], [-0.41359, -3.63948, 1.04487], [-1.46256, -4.73054, 0.83922], [-0.50144, -3.20991, 2.05326], [0.59590, -4.06538, 0.98994], [-2.44741, -4.43212, 1.20260], [-1.55836, -5.04826, -0.21588], [-1.14892, -5.61182, 1.41637], [0.71983, -2.88815, -1.48539], [0.10814, -2.94648, -2.87944], [1.01323, -3.89583, -1.14768], [1.63303, -2.27309, -1.47353], [-0.69048, -3.70452, -2.94119], [-0.30140, -1.97373, -3.19935], [0.88699, -3.23899, -3.59916], [-2.08708, -2.20809, -0.81938], [-3.21169, -1.95270, 0.18678], [-2.22098, -3.19323, -1.30139], [-2.10263, -1.44804, -1.61972], [-3.99155, -1.33357, -0.28913], [-3.69104, -2.89141, 0.50172], [-2.88675, -1.41502, 1.08954], [1.14541, 3.59166, 3.23490], [0.57772, 2.45301, 3.93333], [0.12956, 2.69833, 5.29458], [0.23112, 1.33993, 3.23486], [0.48768, 1.31675, 1.93595], [-0.31222, 0.30610, 3.94628], [0.33928, -0.15383, 5.16665], [-1.33173, -0.60372, 3.42804], [1.39480, 4.34909, 3.98738], [0.42076, 4.03077, 2.52211], [2.05798, 3.29712, 2.69657], [-0.87672, 2.28660, 5.47685], [0.83333, 2.27976, 6.03335], [0.09892, 3.78576, 5.45260], [0.71706, 2.23482, 1.55100], [-0.31097, 0.07786, 6.01853], [0.50496, -1.23412, 5.12847], [1.31111, 0.33435, 5.27893], [-1.47801, -0.48226, 2.32960], [-1.05689, -1.64854, 3.63723], [-2.29273, -0.39181, 3.94145]],
  "multiplicity": 3,
  "homo_ev": [-12.9, -13.2],
  "gap_ev": [7.524, 5.438],
  "s_squared": 2.0515,
  "e_lumo_ev": [-5.40, -7.76],
  "total_charge": 2
}

---

No. 2
{
  "formula": "C38H50AsN6O2S4W",
  "method": "the ωB97M-V functional and the def2-TZVPD basis",
  "species": ["W", "C", "C", "C", "C", "C", "C", "C", "C", "C", "C", "C", "C", "C", "C", "C", "C", "N", "C", "C", "C", "N", "C", "C", "C", "N", "C", "C", "C", "C", "C", "C", "C", "C", "C", "C", "C", "C", "N", "C", "C", "H", "H", "H", "H", "H", "H", "H", "H", "H", "H", "H", "H", "H", "H", "H", "H", "H", "H", "H", "H", "H", "H", "H", "H", "H", "H", "H", "H", "H", "H", "H", "H", "H", "H", "H", "H", "H", "H", "H", "H", "H", "H", "H", "H", "C", "O", "C", "O", "N", "N", "H", "H", "H", "H", "H", "H", "S", "As", "S", "S", "S"],
  "coordinates": [[0.10951, 0.39015, -0.19587], [-3.08099, 5.42715, 2.56423], [-2.87239, 5.02105, 1.10273], [-2.64089, 3.55365, 0.93133], [-3.54669, 2.59925, 0.52373], [-4.95189, 2.81165, 0.06743], [-4.98209, 2.95915, -1.45787], [-2.84689, 1.36405, 0.43713], [-3.40379, 0.17425, -0.01477], [-2.73779, -1.02845, -0.21737], [-3.36799, -2.24035, -0.60957], [-4.82689, -2.40115, -0.89887], [-5.62589, -2.61515, 0.38923], [-2.39289, -3.21855, -0.60287], [-1.17169, -2.58235, -0.25597], [0.07011, -3.20485, -0.20257], [1.26281, -2.58905, 0.14993], [1.36491, -1.24555, 0.51153], [2.69461, -1.09605, 0.91043], [3.22211, 0.06865, 1.45133], [2.54721, 1.26495, 1.65353], [1.20791, 1.49985, 1.31053], [1.00731, 2.85315, 1.61993], [-0.21119, 3.50455, 1.47733], [-1.39729, 2.88815, 1.10163], [-1.50599, 1.52615, 0.79863], [2.20041, 3.44015, 2.11383], [3.15191, 2.44475, 2.15963], [4.59411, 2.58305, 2.52003], [5.41801, 2.84305, 1.25583], [2.35111, 4.86285, 2.53963], [1.90781, 5.04195, 3.99333], [3.41501, -2.30735, 0.73973], [2.52041, -3.24135, 0.26243], [2.78591, -4.68505, -0.02157], [2.51401, -5.55485, 1.21013], [4.88481, -2.47565, 0.95333], [5.66821, -1.96495, -0.25987], [-1.37099, -1.21905, -0.01357], [-2.56439, -4.67625, -0.89007], [-2.05409, -5.04835, -2.28447], [-3.21699, 6.50555, 2.63633], [-2.22059, 5.14665, 3.16703], [-3.96119, 4.93805, 2.97783], [-2.01889, 5.57015, 0.69643], [-3.75259, 5.31315, 0.52573], [-5.36449, 3.71125, 0.52893], [-5.57829, 1.96935, 0.37143], [-4.35139, 3.79195, -1.76387], [-5.99709, 3.13395, -1.81467], [-4.59099, 2.06125, -1.93337], [-4.45859, 0.18375, -0.23637], [-4.97829, -3.25945, -1.55917], [-5.19349, -1.51515, -1.42487], [-5.25009, -3.49345, 0.90973], [-6.68149, -2.76555, 0.16803], [-5.51969, -1.75975, 1.05303], [0.10791, -4.25445, -0.44017], [4.25911, 0.03955, 1.74593], [-0.24739, 4.56205, 1.68323], [4.94861, 1.67495, 3.01523], [4.72231, 3.41075, 3.22113], [5.25541, 2.04475, 0.53583], [6.48121, 2.89925, 1.48393], [5.10611, 3.77565, 0.79083], [1.75471, 5.50695, 1.88983], [3.39641, 5.16245, 2.43633], [0.87011, 4.73435, 4.10753], [2.00511, 6.08095, 4.30443], [2.52101, 4.42325, 4.64623], [3.82941, -4.80955, -0.32327], [2.15581, -5.02675, -0.84637], [3.15731, -5.25375, 2.03503], [2.70181, -6.60465, 0.98563], [1.47981, -5.44185, 1.52933], [5.11081, -3.53265, 1.11433], [5.19901, -1.93065, 1.84803], [5.44781, -2.57715, -1.13177], [6.73991, -1.99695, -0.07117], [5.38101, -0.94135, -0.48517], [-3.62319, -4.93945, -0.81267], [-2.02419, -5.26495, -0.14197], [-2.61139, -4.50715, -3.04617], [-2.16709, -6.11895, -2.45877], [-1.00329, -4.78585, -2.38487], [-2.11869, -1.27675, -3.92387], [-0.90959, -2.02315, -4.03827], [0.07061, -1.72425, -3.20347], [-0.05429, -0.97925, -2.22357], [1.20121, -2.41545, -3.46377], [2.32491, -2.03895, -2.70897], [-2.71829, -1.55215, -4.78887], [-1.90249, -0.20645, -3.95977], [-2.64229, -1.52135, -2.99617], [1.31431, -2.66965, -4.44517], [2.70681, -1.14595, -3.03557], [3.03401, -2.76215, -2.76277], [0.98581, 0.59445, -4.78137], [0.91891, 1.78015, -3.01677], [-1.05469, 1.71485, -1.94787], [2.21491, 0.94155, -1.39827], [1.46311, 3.69725, -3.66177]],
  "homo_ev": [-3.2, -3.2],
  "gap_ev": [4.215, 4.216],
  "e_lumo_ev": [1.06, 1.06],
  "total_charge": -1
}

---

No. 3
{
  "formula": "C4H4NO3S",
  "method": "the ωB97M-V functional and the def2-TZVPD basis",
  "species": ["C", "C", "C", "C", "N", "O", "O", "O", "S", "H", "H", "H", "H"],
  "coordinates": [[1.94822, 2.36113, 0.20563], [-0.19879, -0.47821, -0.34151], [0.07915, 0.30187, 0.74006], [0.24129, -1.08049, -1.64468], [-1.09679, 0.12061, 1.57240], [2.79980, 2.73731, 0.92755], [1.05125, 1.00455, 1.20942], [-2.48518, -1.86017, 0.60379], [-1.93569, -0.56007, 0.26074], [-0.27350, -2.00459, -1.69689], [1.33124, -1.14399, -1.60682], [0.00816, -0.27101, -2.37160], [-1.46917, 0.87304, 2.14192]],
  "relative_energy_ev": 3.783,
  "homo_ev": -3.8,
  "gap_ev": 7.309,
  "e_lumo_ev": 3.56,
  "total_charge": -1
}

---

No. 4
{
  "formula": "C26H25N3O4S",
  "method": "the ωB97M-V functional and the def2-TZVPD basis",
  "species": ["C", "C", "N", "C", "C", "S", "O", "O", "C", "C", "C", "C", "C", "C", "C", "O", "O", "C", "C", "C", "C", "C", "C", "C", "N", "C", "C", "C", "C", "C", "C", "N", "C", "C", "H", "H", "H", "H", "H", "H", "H", "H", "H", "H", "H", "H", "H", "H", "H", "H", "H", "H", "H", "H", "H", "H", "H", "H", "H"],
  "coordinates": [[4.42403, -0.59309, 2.56184], [4.13247, -0.02725, 1.17474], [3.30463, -0.87419, 0.33881], [3.88811, -1.90065, -0.49452], [4.49564, -3.09067, 0.24422], [1.77625, -1.21923, 0.89096], [1.34221, -0.11894, 1.70404], [1.66361, -2.53699, 1.45416], [0.81507, -1.17309, -0.61780], [0.92031, -0.10220, -1.48531], [0.05338, -0.01820, -2.55960], [-0.97281, -0.94390, -2.73687], [-1.95925, -0.77836, -3.84806], [-1.09316, -1.99120, -1.81721], [-2.27064, -2.92245, -1.84877], [-2.59157, -3.58383, -2.79669], [-2.98402, -3.00174, -0.70760], [-2.68477, -2.18920, 0.37886], [-2.43182, -2.78866, 1.60565], [-2.04498, -2.00079, 2.67616], [-1.87231, -0.63742, 2.52344], [-2.15592, -0.03307, 1.30158], [-1.94543, 1.39722, 1.06333], [-0.91684, 2.11627, 1.73545], [-0.71652, 3.38708, 1.53954], [-1.52070, 4.02311, 0.65761], [-1.36853, 5.40384, 0.43073], [-2.16137, 6.03120, -0.49065], [-3.12608, 5.31284, -1.21795], [-3.30091, 3.97185, -1.01651], [-2.50703, 3.29863, -0.06635], [-2.69717, 1.98386, 0.15838], [-2.60747, -0.81344, 0.24206], [-0.16467, -2.12560, -0.78940], [3.48373, -0.82675, 3.05418], [4.95735, 0.14799, 3.15262], [5.02416, -1.49647, 2.51026], [3.58118, 0.90994, 1.28941], [5.05917, 0.17182, 0.62976], [4.63898, -1.42565, -1.13509], [3.07174, -2.25370, -1.13227], [3.77738, -3.47225, 0.96453], [5.40970, -2.80784, 0.75915], [4.73367, -3.87613, -0.46891], [1.67569, 0.64701, -1.30939], [0.14497, 0.80116, -3.25721], [-2.89695, -0.37922, -3.45990], [-2.17749, -1.73737, -4.31101], [-1.58106, -0.09045, -4.59936], [-2.51649, -3.85978, 1.69974], [-1.84384, -2.46408, 3.62946], [-1.53224, -0.04212, 3.35537], [-0.22809, 1.60654, 2.39332], [-0.62051, 5.93524, 0.99822], [-2.05137, 7.09089, -0.66834], [-3.73596, 5.83568, -1.94012], [-4.04250, 3.40504, -1.55784], [-2.85149, -0.33227, -0.69200], [-0.20143, -2.94897, -0.09283]],
  "relative_energy_ev": 1.733,
  "homo_ev": -8.8,
  "gap_ev": 8.461,
  "e_lumo_ev": -0.30,
  "smiles": "CCN(CC)S(=O)(=O)c1ccc(C)c(C(=O)Oc2cccc(-c3cnc4ccccc4n3)c2)c1",
  "total_charge": 0
}